Record 1
Below is a structure of composition C31H50GeKN9STe in a non-equilibrium geometry, with properties calculated with ωB97M-V with the def2-TZVPD basis set.

```
94
Properties=species:S:1:pos:R:3:forces:R:3
K 0.51671 -0.73361 -1.14281 1.0771 0.1494 0.1039
N 3.41126 -2.13299 1.87576 -0.0099 0.0283 0.0740
N 2.88941 -1.73859 3.11075 0.0372 -0.0904 0.0507
C 2.06409 -0.70562 3.22238 -0.1552 -0.0065 -0.1070
N 1.52799 -0.42353 4.39546 0.1363 -0.0332 -0.0231
S 1.65284 0.30137 1.85337 0.1126 0.0560 0.2479
H 3.14930 -3.09493 1.69326 0.0199 -0.0033 0.0084
H 4.42144 -2.04933 1.89324 0.0000 -0.0231 -0.0054
H 3.14197 -2.26215 3.94264 -0.0245 0.0234 -0.0385
H 1.75136 -0.94327 5.23211 -0.0100 0.0023 0.0218
H 1.02561 0.44478 4.50105 -0.0257 0.0050 -0.0177
C -4.54448 2.66350 -0.95287 -0.0405 0.0779 -0.0459
N -3.80055 1.46843 -0.60629 0.1922 -0.0261 0.1239
C -4.57966 0.25827 -0.45626 0.0372 0.0100 0.0195
C -2.43469 1.42953 -0.60439 0.0073 -0.1026 -0.0506
N -1.70549 0.41030 -0.97330 -0.4991 0.1502 0.1035
C -2.19840 -0.42607 -1.99744 -0.1711 -0.1457 -0.1075
C -2.76626 0.15565 -3.13888 0.0047 0.0514 -0.0366
C -3.21589 -0.59123 -4.20693 0.0026 -0.0361 -0.0166
C -3.08397 -1.97391 -4.17185 -0.0262 0.0446 -0.0226
C -2.48941 -2.56572 -3.07798 0.0249 -0.0524 -0.0279
C -2.03426 -1.82700 -1.97824 -0.1911 0.0115 -0.0259
N -1.29216 -2.47005 -0.96271 -0.3296 -0.1888 0.0527
C -1.59732 -3.66627 -0.55928 -0.0138 -0.1143 0.0523
N -2.84114 -4.22052 -0.52364 0.1496 0.0960 0.0869
C -4.03126 -3.40006 -0.44366 -0.0051 0.0433 0.0254
C -3.07428 -5.64433 -0.68762 -0.0112 -0.0644 -0.0716
N -0.57656 -4.48625 -0.10604 -0.0681 0.0464 -0.0051
C 0.77097 -4.18125 -0.51008 0.0768 0.0279 -0.0274
C -0.68090 -5.11646 1.19562 -0.0290 -0.0448 0.0816
N -1.80877 2.56829 -0.17538 -0.0355 0.1101 0.0687
C -2.24147 3.27186 1.01805 -0.0427 -0.0072 0.0491
C -0.41823 2.77035 -0.49444 0.1502 -0.0583 -0.0045
H -5.20857 2.43815 -1.79109 -0.0036 0.0355 -0.0127
H -3.85847 3.45126 -1.25341 -0.0397 0.0185 0.0072
H -5.15703 3.01943 -0.12053 0.0059 -0.0060 -0.0042
H -4.89143 -0.16668 -1.41488 0.0066 -0.0034 0.0001
H -5.46928 0.48613 0.13365 0.0130 -0.0074 -0.0069
H -3.98078 -0.47160 0.08237 -0.0457 -0.0198 -0.0129
H -2.84485 1.23554 -3.17152 -0.0043 0.0356 -0.0140
H -3.65044 -0.09982 -5.06449 -0.0292 0.0253 -0.0596
H -3.42102 -2.57997 -4.99980 -0.0159 -0.0386 -0.0454
H -2.34649 -3.63918 -3.06487 0.0080 -0.0446 -0.0138
H -3.77530 -2.44730 0.01318 -0.0355 -0.0339 -0.0395
H -4.76120 -3.90835 0.18868 0.0171 0.0197 -0.0027
H -4.48263 -3.21714 -1.42297 0.0140 0.0020 0.0145
H -2.14628 -6.14579 -0.94807 -0.0394 -0.0224 0.0055
H -3.79550 -5.79398 -1.49506 0.0241 -0.0296 0.0142
H -3.48483 -6.09245 0.22063 -0.0052 -0.0062 -0.0113
H 0.78336 -3.89860 -1.56050 0.0542 0.0273 -0.0066
H 1.38464 -5.07380 -0.38621 0.0116 -0.0245 -0.0130
H 1.23274 -3.37373 0.08379 -0.0715 0.0163 0.0168
H -1.71977 -5.29663 1.45030 -0.0119 -0.0027 0.0276
H -0.24604 -4.47674 1.97784 -0.0048 -0.0197 -0.0315
H -0.15286 -6.07053 1.19744 -0.0147 -0.0055 0.0019
H -3.25830 3.00336 1.28028 -0.0552 -0.0231 -0.0136
H -2.18973 4.34966 0.86532 -0.0169 0.0341 -0.0022
H -1.59233 3.01222 1.86417 -0.0015 0.0188 -0.0159
H -0.19379 2.35907 -1.47598 0.0296 0.0068 -0.0016
H 0.24124 2.30575 0.25291 0.0461 -0.0071 -0.0392
H -0.20394 3.83935 -0.50059 0.0067 0.0210 -0.0049
Ge 3.56098 1.65760 2.09970 -0.0960 0.1456 -0.1070
C 3.38450 2.34372 3.88582 0.0023 -0.0343 0.0708
C 4.35525 2.05228 4.84141 0.0851 -0.0512 0.0101
C 4.21481 2.49986 6.14932 0.0218 -0.0264 -0.0421
C 3.09886 3.23563 6.51031 -0.0547 0.0428 0.0279
C 2.12226 3.53449 5.56632 0.0621 -0.0104 0.0555
C 2.26512 3.09022 4.26280 -0.1139 0.0293 -0.1505
C 3.28922 2.85436 0.62289 0.0338 -0.0561 -0.1575
C 3.00808 4.20075 0.83490 0.0241 0.1040 0.2087
C 2.81313 5.05507 -0.24027 -0.0126 0.0010 -0.0192
C 2.88674 4.56722 -1.53541 -0.0444 0.0546 -0.0575
C 3.15993 3.22566 -1.76029 0.0146 -0.0533 0.0475
C 3.36746 2.37460 -0.68622 -0.0152 -0.1062 -0.0326
H 4.71878 0.66270 1.97148 -0.0094 0.0011 -0.0155
H 5.23850 1.48362 4.57360 0.0106 -0.0117 -0.0255
H 4.97983 2.27943 6.88035 0.0242 -0.0084 0.0191
H 2.99005 3.58838 7.52657 -0.0001 0.0080 0.0223
H 1.26215 4.12413 5.84975 -0.0488 0.0186 -0.0062
H 1.50048 3.33655 3.53193 0.0032 -0.0234 0.0082
H 2.96362 4.60106 1.84176 -0.0048 -0.0150 -0.0127
H 2.61281 6.10307 -0.06818 -0.0074 0.0314 0.0240
H 2.73759 5.23638 -2.37271 0.0044 -0.0022 0.0009
H 3.22509 2.84472 -2.77039 0.0139 -0.0092 -0.0083
H 3.60685 1.33311 -0.88094 -0.0066 0.0034 0.0233
C 2.95571 0.65241 -5.13850 0.0147 -0.0213 -0.0173
Te 1.01245 0.52391 -4.27603 -0.0678 0.1377 -0.0816
C 0.80756 -1.57600 -4.58097 0.0141 0.0138 -0.0836
H 2.88316 0.51395 -6.21258 -0.0028 -0.0197 -0.0054
H 3.60796 -0.09707 -4.70099 0.0183 -0.0301 0.0117
H 3.35676 1.64166 -4.93563 -0.0082 0.0440 0.0009
H 1.72575 -2.07163 -4.27534 0.0125 -0.0417 0.0048
H 0.60404 -1.77801 -5.62756 0.0250 -0.0111 -0.0291
H -0.03443 -1.93070 -3.99108 -0.0748 -0.0065 0.0431
```
Forces are in eV/Å.

Orbital gap ... 6.79 eV
HOMO level ... -0.437 Eh
Energy above the lowest of the compared OMol25 structures with the same formula, charge and spin ... 0.335 eV
Total charge ... +2

***

Record 2
Below is a cluster of 2 separate species, C3H12NO in total in a non-equilibrium geometry, with properties calculated with ωB97M-V with the def2-TZVPD basis set.

```
17
Properties=species:S:1:pos:R:3:forces:R:3
C -0.98513 -1.53590 1.63851 -0.3177 1.0230 0.1758
O -1.30797 -0.14853 1.28893 0.2705 -0.4823 0.3894
H -1.44346 -1.73086 2.60466 0.0118 -0.3897 -0.0913
H -1.43036 -2.13872 0.86099 0.0413 -0.3587 -0.0170
H 0.09508 -1.65723 1.71487 -0.0240 -0.1443 -0.0749
H -1.37647 0.32211 2.13032 -0.0318 0.1952 -0.3647
C 0.58311 1.90685 -0.60790 -0.9838 0.0448 -0.4995
N 0.14078 0.51429 -0.93515 -1.0611 0.0912 0.4221
C 1.11451 -0.56618 -1.27156 -0.6559 -0.3990 0.2843
H -0.33483 2.45805 -0.73087 -0.2596 0.5588 0.1126
H 0.85110 2.00796 0.43219 0.5857 -0.2512 0.0654
H 1.26709 2.32305 -1.33867 0.4295 -0.3541 0.1719
H -0.58527 0.58922 -1.64506 0.4978 0.0263 -0.6980
H -0.51106 0.22510 -0.15725 0.8377 0.0760 0.5017
H 0.79358 -1.45457 -0.73472 -0.0164 -0.1087 -0.0397
H 2.11069 -0.33963 -0.91759 0.1346 0.3590 -0.2861
H 1.01863 -0.77500 -2.33170 0.5415 0.1137 -0.0520
```
Forces are in eV/Å.

Orbital gap ... 12.15 eV
HOMO level ... -0.561 Eh
Energy above the lowest of the compared OMol25 structures with the same formula, charge and spin ... 1.293 eV
Total charge ... +1

***

Record 3
Below is a structure of composition C4H4BrN in a non-equilibrium geometry, with properties calculated with ωB97M-V with the def2-TZVPD basis set.

```
10
Properties=species:S:1:pos:R:3:forces:R:3
C 3.10355 2.16645 -0.00312 -6.0759 -3.3136 -0.4490
C 1.34868 1.28326 -0.12074 4.5185 2.4582 0.3914
C 1.23028 -0.01048 0.01407 0.6777 -0.6892 0.0711
C -0.09732 -0.69451 0.00110 -0.0667 0.0674 -0.0866
N 4.12100 2.66619 0.05831 1.6693 0.8895 0.1120
Br 2.73855 -1.16220 0.24446 -0.4772 0.4323 -0.0448
H 0.61546 2.04827 -0.24452 -0.2210 0.1937 -0.0610
H -0.29339 -1.13502 0.97568 -0.0064 -0.0352 0.0832
H -0.88270 0.02210 -0.23242 -0.0633 -0.0116 0.0212
H -0.11395 -1.49408 -0.73722 0.0451 0.0085 -0.0374
```
Forces are in eV/Å.

Orbital gap ... 10.62 eV
HOMO level ... -0.385 Eh
Energy above the lowest of the compared OMol25 structures with the same formula, charge and spin ... 1.995 eV
Total charge ... 0

***

Record 4
Below is a cluster of 2 separate species, C4H5N3O in total in a non-equilibrium geometry, with properties calculated with ωB97M-V with the def2-TZVPD basis set.

```
13
Properties=species:S:1:pos:R:3:forces:R:3
C -0.42094 0.63286 -0.22672 0.3078 4.9492 -0.4123
C -1.80865 0.66378 -0.01045 0.8876 -2.2638 -0.8868
C -0.91374 -1.37349 -0.13212 0.8048 -0.7455 0.7719
C 1.53291 -0.90961 -0.00758 4.9026 1.1964 -1.4973
H 0.02830 2.74890 1.28381 0.8834 -1.3381 -2.1727
H -2.53503 1.61904 -0.12428 1.8154 -2.9448 0.6927
H -0.68264 -2.44236 -0.00595 -0.5649 0.5320 -0.2896
H 1.70442 -1.95230 -0.31281 -0.1970 0.0142 1.0077
H 1.92779 0.77294 -0.02549 2.7275 -0.4466 0.8533
N -2.06122 -0.79077 0.13682 1.0581 1.7805 -1.1836
N 0.25023 -0.51341 -0.37617 -5.4363 -3.6637 1.6190
N 2.59436 -0.09292 0.14493 -6.3325 -0.7659 -0.7656
O 0.38421 1.63732 -0.34400 -0.8565 3.6961 2.2632
```
Forces are in eV/Å.

Orbital gap ... 5.40 eV
HOMO level ... -0.318 Eh
Energy above the lowest of the compared OMol25 structures with the same formula, charge and spin ... 8.858 eV
Total charge ... 0